Below is a cluster of 5 separate species, C32H68BNO12S in total at a distorted geometry, with properties calculated with ωB97M-V with the def2-TZVPD basis set.

Calculated values
Net charge: 0
Kohn-Sham gap: 0.33463 hartree
E_tot: -2640.57819 Ha
HOMO level: -8.649 eV
Strongest force on any atom: 0.02034 Eh/bohr
SMILES: Cc1ccc(CB(N)S)cc1.COCCOCCOC.COCCOCCOC.COCCOCCOC.COCCOCCOC

XYZ file:
```
115
C32H68BNO12S (ωB97M-V with the def2-TZVPD basis set)
H 0.98086 0.86109 -3.93702
H 2.58837 1.81669 9.12430
H -6.53012 -3.85112 0.25871
H 3.70072 -0.00797 -7.06522
H -1.58559 2.22384 -7.12268
H -1.99368 2.84321 -9.58445
H 4.11062 -1.89239 -4.36321
H -1.63863 3.45173 2.05705
H -2.02419 3.05320 7.33470
H -5.51259 1.01533 1.91765
C 6.00339 0.14591 8.13382
H -0.49337 1.88641 -3.94387
H -2.33666 -0.63810 -2.32952
H -1.64522 -1.42944 -7.01779
H -6.29725 1.44880 3.45255
H 7.13649 2.52689 8.22763
H -1.56403 -4.22196 0.53348
H 6.77790 -0.59341 7.88294
H -0.21816 2.17383 -11.29849
H -3.05307 2.87585 2.94936
C 3.14948 -0.38459 -3.22515
H 1.09885 1.18976 -10.62442
N 4.65568 0.15058 -6.76234
C 2.00955 0.39895 -0.75872
C -4.58784 -2.95753 0.33968
O -0.39175 1.58228 -9.31546
H -0.55130 -0.30550 -7.83784
H 0.31638 0.70839 0.53622
C -0.71973 -0.04910 -5.70853
H 1.42532 0.08945 7.66904
H 1.75680 0.19114 1.36855
H 3.11264 2.19516 -1.03492
C 1.72527 -0.85339 -1.32211
H -2.33261 1.11191 -9.85716
H -1.30089 -1.67308 -3.34774
C 1.74283 -0.12569 5.21478
H -0.86642 -3.36044 -1.50594
O -1.46396 1.55737 2.67500
H -3.42245 0.01752 2.02220
H 1.44956 -1.08513 5.65790
S 6.33815 0.53178 -4.55731
H 0.84010 0.46350 5.00904
C -1.78443 1.82444 -9.22785
H 2.84049 -1.04838 -5.20474
C 7.12443 2.00602 7.26274
H 2.06389 -2.20410 -2.92868
O -4.34810 0.94040 3.63180
H -5.60442 -6.66060 -1.85197
H 3.83938 1.93505 7.87817
H -1.53251 -1.96413 -0.61385
H -1.30745 4.50005 6.59292
H -3.24401 2.16857 -7.73797
C -5.47900 -4.17519 0.25887
H 1.02984 2.48412 -4.63300
H 4.06668 1.54940 -3.19295
C 2.03540 0.91991 7.29158
H -1.51137 4.60709 4.07886
C 3.42009 0.85702 -2.67575
H -5.01873 -2.27919 1.07977
C -1.42454 3.41326 6.50136
O -3.28212 -3.23998 0.82197
O 3.68317 0.15175 8.94067
C -2.31019 -1.55304 -2.93422
O 2.63342 0.56762 6.05839
H 1.65753 1.83585 0.79449
H -1.92390 0.79620 4.55368
C -2.38456 -3.85701 -0.08798
H 1.38561 1.78962 7.12078
O -2.68599 -2.67879 -2.17391
C -1.31035 -0.39081 -7.05667
C 3.69790 -0.89449 -4.54386
H 8.05837 1.44152 7.15287
H -5.95477 -0.25690 3.08854
H -1.53226 0.09859 -4.98453
C -1.97287 0.52054 3.49768
H -2.84631 -4.71572 -0.57991
H -0.43440 2.94615 6.55218
O -5.22290 -4.90367 -0.92656
H 7.06258 2.74287 6.46488
H 1.05563 -1.54086 -0.82205
H -3.01903 -1.45529 -3.75428
C 2.29080 -1.22869 -2.51680
O 0.07409 1.11825 -5.78721
C 4.66135 -0.54628 8.18685
C 0.40589 1.60115 -4.50231
B 4.78934 -0.08907 -5.34606
H 6.28401 1.74642 -5.10161
H -3.53533 -0.93923 3.52593
C -5.58604 0.77142 2.98454
O 6.00110 1.16493 7.15196
C 0.02016 1.33142 -10.63810
C 2.86692 1.23025 -1.45732
H -1.30026 -0.32522 3.33674
H 2.26131 -0.31688 4.27743
C 3.08620 1.27634 8.31656
C -2.26145 1.69687 -7.79996
O -2.47028 0.35738 -7.38119
H 4.79897 -1.49337 8.71193
H -6.91394 -6.09983 -0.78927
C -3.35920 0.06556 3.11709
H -5.30535 -4.80910 1.13800
C -1.39675 3.51658 4.16012
H -4.55554 -2.43506 -0.61901
H 5.26211 -0.43929 -7.31694
H -0.45229 0.42502 -11.03521
C -5.82582 -6.17576 -0.90374
C 1.39945 0.81015 0.54524
H -0.32693 3.28088 4.23960
H -0.09493 -0.88938 -5.36673
C -1.78843 -2.91233 -1.10573
C -1.96137 2.86468 2.91925
H 6.23041 0.57157 9.11995
H 4.30525 -0.76369 7.17744
H -5.42548 -6.78994 -0.08834
O -2.08764 3.06461 5.31077
```



Below is a cluster of 6 separate species, C32H68FN2O11 in total, with properties calculated with ωB97M-V with the def2-TZVPD basis set.

Calculated values
Net charge: +1
Kohn-Sham gap: 0.30367 hartree
E_tot: -2296.63808 Ha
HOMO level: -10.724 eV
Strongest force on any atom: 0.01316 Eh/bohr

XYZ file:
```
114
C32H68FN2O11 (ωB97M-V with the def2-TZVPD basis set)
F 4.23201 -0.28212 -3.58796
H 1.02616 3.27975 -2.27105
C 1.01918 2.80105 -1.29424
H 0.73684 4.56354 8.05510
H -0.34207 6.71957 3.22586
H 1.19190 3.30806 0.77849
H 0.86735 -0.50085 -0.14108
H 2.10706 1.33037 -0.39818
H 5.32170 -1.52597 -0.70930
H 0.65870 -5.07126 -2.20872
H 5.25282 1.46300 -2.11853
H 0.48269 2.41904 10.71926
C 3.23072 2.00141 -1.98368
H 0.27044 -0.36690 -4.99675
C 1.20867 0.47130 -2.02326
H -3.73765 -7.39770 -1.54004
H 0.81287 6.11758 2.01545
C 4.36087 1.03302 -1.65353
H -0.61485 -3.90854 -10.21623
H 0.85681 -1.28547 2.56078
H -1.29004 2.43654 10.80081
H -4.08498 6.26150 4.46678
C -2.53729 -5.65846 -1.79145
O -0.51423 3.58703 9.32307
C 1.12405 -0.69149 -8.49705
H 4.55674 1.01117 -0.57533
C -0.34912 -5.21224 -2.59891
C -2.10488 -2.50153 1.87648
H 2.15849 -0.96549 -8.72582
H -2.95963 2.09140 6.48654
C 1.57894 3.67012 -0.17679
H -2.98987 6.59219 3.10058
O -1.04344 5.19207 1.98014
H -3.40457 -0.80331 2.10299
C -2.14390 4.32548 3.98367
C -0.97669 4.23284 3.02501
H -3.08585 4.18442 3.44306
H 1.11820 0.34666 -8.15157
H -2.05121 3.51655 4.71441
C -0.24369 6.34236 2.20694
C 4.25931 -0.38669 -2.19233
O -2.68930 -1.38345 3.95518
H -0.39074 -6.17122 -3.11761
O 0.62662 -1.49722 -7.43648
N 1.91581 1.59835 -1.36587
N 1.06441 0.59565 -3.32367
H 0.67788 -3.38238 -6.68192
C 0.73593 -0.53387 -1.21870
C -2.32827 1.81429 7.33880
H -2.55402 -7.15529 -0.24661
O -1.24146 -5.14861 -1.50196
C -0.43671 3.18844 6.92811
H -0.43960 -2.34272 -1.24410
C 1.29508 -2.74155 -7.31108
C 0.00889 -1.54700 -1.82636
O 0.29141 -2.09742 -10.29474
H -1.66008 0.01968 5.01510
C 0.27602 -0.79417 -9.74595
C 0.32223 3.55916 8.18413
H 0.60174 -3.02782 2.31106
C 5.42087 -1.25239 -1.76057
C -0.43699 2.42174 10.12517
H -0.56977 7.11400 1.51190
H 2.27377 -2.61248 -6.83563
H -2.55037 2.47364 8.17945
H -1.87478 -3.43819 2.39201
O -0.95735 1.86961 6.97856
H -1.10430 -2.80089 -8.91600
H 3.20084 4.19742 -2.11819
H -0.21763 -7.47125 -0.81248
H -4.03763 -2.32355 2.75073
C 0.11684 -2.08617 2.58975
C -3.13603 -1.71193 2.65305
C 3.54905 3.41640 -1.43519
C -0.14092 -1.46389 -3.20357
H -0.68546 -2.22445 -3.74818
H -0.03497 4.33227 3.57625
C 0.38986 -0.40462 -3.91988
H 0.00655 -8.79586 -1.97608
C -2.71018 -7.08820 -1.32832
O -1.84626 -7.97471 -2.01243
H -2.55168 0.78734 7.62282
H 5.45117 -2.15708 -2.36597
H -3.26231 -5.02638 -1.27046
O 2.99278 3.58975 -0.14693
O -2.15046 5.54444 4.69628
H 1.15659 2.86583 8.33535
H -2.51776 -2.75188 0.89442
H -3.05682 0.65104 4.11907
H 1.23072 4.70158 -0.28977
C -2.21743 -0.05272 4.08273
H -0.57192 -4.40925 -3.31102
O -0.91121 -1.75521 1.66902
H 0.25072 3.23832 6.07634
C -0.69183 -8.33934 -1.27714
H -2.79319 7.46650 4.63464
H -0.75036 -0.47832 -9.53112
H 6.36723 -0.72060 -1.87892
H 3.32517 -0.86776 -1.89557
H -1.24152 3.91173 6.75827
C -0.84954 -2.87323 -9.97622
H 0.00600 2.46625 -1.08403
H -0.26818 -2.16877 3.60710
H 3.09415 2.06424 -3.06209
C -3.05638 6.51000 4.18780
H 4.62696 3.51856 -1.33082
H -0.99382 3.24118 2.55800
H 0.68648 -0.11472 -10.49854
H -1.55776 0.22036 3.25420
H -2.73826 -5.58997 -2.86547
H -0.47518 1.51227 9.52120
H -1.71218 -2.56062 -10.57342
H 1.42992 -3.22338 -8.28070
H -0.93964 -9.06952 -0.50032
```



Below is a cluster of 9 separate species, C32H68NO16 in total at a distorted geometry, with properties calculated with ωB97M-V with the def2-TZVPD basis set.

Calculated values
Net charge: +1
Kohn-Sham gap: 0.37702 hartree
E_tot: -2518.03502 Ha
HOMO level: -11.832 eV
Strongest force on any atom: 0.23550 Eh/bohr
Energy relative to the best compared isomer or geometry (same formula, charge and spin): 91.1 kcal/mol

XYZ file:
```
117
C32H68NO16 (ωB97M-V with the def2-TZVPD basis set)
C 31.68500 24.21000 13.28700
H 24.05200 17.09700 13.37100
H 24.21700 25.60000 13.67300
H 27.09900 23.58800 8.30600
H 21.94400 24.61200 9.62800
O 26.23700 22.22400 10.73100
H 33.17100 26.69000 10.19900
O 25.01100 27.95200 11.27300
H 25.03900 21.52100 13.25100
H 22.25000 23.18400 8.83500
H 23.05600 16.59400 14.52200
H 24.95400 29.34900 8.15000
H 33.05000 24.13300 8.26400
H 26.62200 24.73900 9.27200
H 27.18800 25.25900 7.71900
H 30.94200 26.46500 11.67800
C 25.49200 28.08500 9.88800
C 25.43700 20.12300 10.32600
H 27.42700 18.60100 13.68900
H 24.92400 30.24100 9.71800
H 23.66600 23.75700 11.47600
H 22.30000 16.39000 12.71900
H 25.11100 19.65300 9.42100
H 26.14600 19.19200 14.54800
C 32.01500 26.43200 12.20100
H 30.50600 27.99100 16.21100
O 27.65300 19.53400 15.50400
C 22.73400 24.75300 15.96800
H 29.62100 26.57300 16.64400
H 25.39600 27.11500 9.38500
H 27.79400 28.94800 13.14700
H 31.30900 23.86100 10.04500
C 31.15800 24.28500 8.94300
C 28.75500 24.77900 9.26100
C 29.26200 29.29900 11.82700
O 21.19700 18.66000 13.49100
O 23.36800 19.49900 13.76700
H 24.91200 27.32000 14.01900
H 30.14500 28.71300 11.31700
H 28.22700 23.09700 12.39300
H 21.97900 21.05400 13.95300
H 28.02800 24.73100 12.29700
O 29.85100 24.15800 8.65600
C 29.08800 27.00700 14.77600
C 22.91300 20.79800 13.56500
O 23.93900 24.88600 16.71300
C 26.99500 18.76600 14.56700
O 25.45400 24.19100 15.15100
C 28.05400 21.46400 16.64600
H 21.67900 26.12000 17.00300
O 28.19900 26.17500 14.61700
H 26.42200 19.90300 10.49300
H 20.55300 25.12500 16.18300
H 33.15600 22.70600 13.84200
H 23.93000 22.51900 13.90900
H 23.41300 27.28500 13.16600
O 28.90500 25.53800 10.23900
H 30.97000 26.42100 15.36500
C 32.29100 22.84400 13.29300
H 32.05900 22.72500 8.16100
C 30.07800 27.04300 15.93100
H 27.22700 21.75700 17.34500
H 26.33800 16.69200 14.18600
C 27.71900 20.81000 15.29900
C 25.21700 21.54200 10.45400
C 25.06600 26.89700 11.81600
H 22.65900 25.42700 15.21400
H 31.80600 27.03600 13.08500
C 28.53300 28.33200 12.73500
C 27.37800 24.50400 8.65000
H 26.18300 25.69400 17.96400
H 28.45100 22.28900 16.11600
H 31.73900 24.08900 6.89600
H 27.78700 17.12600 15.20200
H 23.60400 29.24300 9.13700
C 22.22900 23.56200 9.67500
C 24.78200 29.30300 9.24000
C 22.46600 18.53400 13.60500
C 23.58300 23.31000 10.43300
O 32.47800 25.05100 12.55200
C 25.09100 24.59800 16.23900
H 29.51700 30.22600 12.23500
H 28.72900 29.63300 11.06400
H 33.68800 27.24100 11.80700
C 23.09600 17.01400 13.50700
H 32.67000 28.19400 11.21800
C 24.17700 21.59200 13.90800
O 25.81400 25.93400 11.54500
O 23.93300 21.98400 10.16500
C 24.36000 26.73800 13.20800
H 32.70400 22.62500 12.34300
C 32.04100 23.64600 7.89800
H 21.43400 22.83800 9.98100
H 21.38300 24.57000 17.80400
H 24.98000 19.54600 11.15700
H 22.56000 20.80600 12.34800
H 26.75100 23.84800 12.86700
C 26.31200 24.85500 17.17600
H 28.93400 21.12300 17.09800
N 27.77200 23.90200 12.78400
H 26.29000 23.98800 17.85700
H 26.50400 28.27200 9.74700
C 26.87300 17.29800 15.06700
H 28.28200 27.39700 12.25200
H 24.31100 23.92000 10.01900
H 22.69800 23.96500 15.36600
C 21.54600 25.09700 16.86000
H 31.47800 25.22400 9.13300
O 27.40700 21.45700 14.26700
H 24.61100 21.23400 14.92900
H 28.20500 24.00100 13.75900
C 32.87200 27.17800 11.25100
H 31.57500 22.02900 13.82600
O 29.46100 27.98700 13.81300
O 30.52600 24.40800 13.67700
H 26.22000 17.33300 16.17200
H 27.21200 25.04500 16.77500
```



Below is a cluster of 14 separate species, C32H68O26 in total at a distorted geometry, with properties calculated with ωB97M-V with the def2-TZVPD basis set.

Calculated values
Net charge: 0
Kohn-Sham gap: 0.32182 hartree
E_tot: -3216.31865 Ha
HOMO level: -9.342 eV
Strongest force on any atom: 0.02850 Eh/bohr
Energy relative to the best compared isomer or geometry (same formula, charge and spin): 0.0 kcal/mol

XYZ file:
```
126
C32H68O26 (ωB97M-V with the def2-TZVPD basis set)
H -8.90022 3.44889 -23.47639
C -18.38053 15.32001 -21.97297
H -10.42237 9.28194 -18.45122
O -8.36998 6.33496 -20.39548
H -16.41592 10.80522 -23.06897
H -9.30690 5.81254 -23.10657
O -19.08283 16.44760 -22.53010
H -18.37906 11.66080 -21.97538
C -10.90482 13.19301 -21.51823
H -8.50912 4.27643 -20.58434
C -11.39579 3.62869 -18.83639
H -10.71847 10.09859 -21.09831
H -18.17078 6.29426 -16.11000
H -13.33716 8.91757 -18.41277
H -14.78197 7.67749 -19.78086
C -14.89658 8.17957 -20.74287
C -18.64877 10.90811 -20.18706
O -20.32372 8.87031 -18.19914
O -18.32158 10.56228 -23.80545
H -12.18626 2.87780 -18.74095
C -10.33196 15.20049 -18.79106
C -16.15546 4.71441 -22.61107
C -13.91767 10.15824 -21.29039
O -13.12047 9.21127 -21.82717
O -7.41401 6.26732 -22.40663
H -9.20110 12.35772 -18.93234
C -16.55243 14.00856 -23.14931
H -17.33730 13.12734 -20.08784
H -12.43687 7.06977 -20.19790
O -14.00759 5.71987 -18.24491
O -18.43455 12.01389 -21.07810
H -10.21633 13.85781 -22.04652
H -15.18798 12.39412 -19.53810
H -16.36000 11.99466 -18.28012
C -17.46230 6.98356 -18.04345
C -18.97349 16.43489 -23.87316
H -15.37876 13.43570 -18.06964
C -16.57085 2.79789 -21.45569
H -19.07135 14.76742 -21.34248
H -11.79132 7.00240 -21.87736
O -13.72813 11.32344 -21.39803
H -12.87155 10.06371 -17.14869
H -15.81277 7.84119 -21.22661
H -16.62335 7.25794 -17.40490
H -19.37559 4.21894 -16.94664
H -10.04582 2.86601 -17.75889
H -15.80333 2.54686 -20.72420
C -16.11968 2.43581 -22.88541
H -7.53560 4.36589 -24.08615
H -18.70301 10.50291 -24.68518
H -17.76024 10.27004 -20.16300
C -7.43266 6.89077 -21.21206
H -9.99367 5.12551 -20.96791
H -13.46882 7.98608 -16.24037
H -14.20744 3.98318 -19.34942
H -18.92370 11.27643 -19.20656
C -13.72884 7.91470 -21.70077
H -10.63040 12.17771 -21.80325
H -11.46526 4.11403 -19.81110
O -10.53775 10.02791 -19.04577
C -8.52586 5.35137 -22.50318
H -18.65962 13.68142 -23.39741
H -13.03761 5.03429 -23.78396
H -11.34232 12.52423 -19.55866
C -8.90840 5.18620 -21.03411
H -13.44938 5.23212 -17.63573
H -17.62730 4.26083 -17.27829
H -14.17575 1.72810 -22.24358
H -7.35713 3.52408 -22.55435
H -17.52558 2.33544 -21.22209
O -15.99878 5.86969 -22.83160
H -18.76162 4.59228 -18.56154
H -8.60499 13.28864 -20.30695
O -10.45219 16.26488 -18.28566
O -19.70424 6.87400 -17.38337
C -17.97036 14.50766 -23.20902
H -9.10146 9.52198 -20.49341
C -10.18398 9.52708 -20.34750
O -16.77585 4.20891 -21.51877
H -11.92632 13.36174 -21.85497
H -15.85810 14.85342 -23.12805
O -11.28696 14.57997 -19.52264
H -15.29609 0.46181 -22.77314
H -14.54210 1.47167 -23.97638
H -16.94687 2.06867 -23.49430
O -14.20451 8.50898 -16.56895
C -13.69113 9.44705 -17.52283
H -14.55611 10.06716 -17.73904
O -18.20064 8.14432 -18.42546
H -11.72531 4.40594 -24.82598
C -18.47368 6.20371 -17.15648
H -17.52211 15.66848 -21.40329
H -11.59763 4.45113 -18.14062
H -15.58243 4.44765 -18.26000
C -8.06395 4.07264 -23.17369
H -15.28596 5.27322 -19.82189
H -16.36881 13.39604 -22.26878
H -17.14392 6.39369 -18.89978
H -19.43602 10.23922 -20.54848
O -9.21525 14.43820 -18.70507
O -11.47280 4.11054 -22.77709
H -16.52505 11.04362 -24.79546
C -19.48255 8.06085 -18.00462
C -10.79784 13.34879 -20.02697
H -16.28256 13.47786 -24.06589
O -16.82853 13.66210 -19.45724
O -6.74371 7.80328 -20.90302
O -15.72707 3.72116 -23.41029
C -16.91214 10.44730 -23.96389
O -10.10464 3.06394 -18.69932
O -19.54524 17.16646 -24.61154
H -10.52040 8.49106 -20.43405
O -14.95488 9.59990 -20.63620
O -18.09363 15.48055 -24.26175
H -11.42406 5.82990 -23.89695
H -14.09455 7.55686 -22.66627
C -18.58925 4.73634 -17.48995
C -11.96135 4.88354 -23.87008
C -9.34690 13.27178 -19.50599
C -14.95248 1.48050 -22.96728
H -16.61503 9.40444 -24.13649
C -12.67681 6.91952 -21.25325
C -15.88563 12.83058 -18.81899
H -11.49553 3.17335 -22.98290
H -13.07826 5.90698 -21.34724
C -14.82339 4.80019 -18.95983
```